Arrangement w

17
Properties=species:S:1:pos:R:3:mulliken_charge:R:1 method="wB97M-V/def2-TZVPD" total_charge=-1 gap_ev=6.023 lumo_ev=3.40 spin_multiplicity=1
C -2.87624 -0.12659 1.49590 -1.02
C -1.43039 0.36078 1.67175 -0.43
S -0.35190 -0.86969 0.85225 -0.67
H -2.88547 -1.20181 1.66798 0.25
H -3.13106 -0.00401 0.44064 0.24
H -3.65826 0.35604 2.10350 0.34
H -1.12865 0.42814 2.71974 0.25
H -1.26932 1.34348 1.21873 0.21
C 0.89793 0.51325 -2.21022 -0.33
S 2.66031 0.71421 -1.80446 -0.18
C 2.83435 -0.56596 -0.51034 -0.50
H 0.39197 0.15045 -1.30209 -0.17
H 0.78643 -0.24077 -2.98897 0.22
H 0.50819 1.48378 -2.50797 0.27
H 3.79093 -0.35290 -0.03069 0.28
H 1.98166 -0.44237 0.16422 0.01
H 2.87950 -1.54602 -0.97994 0.22


Arrangement x

17
Properties=species:S:1:pos:R:3:mulliken_charge:R:1 method="wB97M-V/def2-TZVPD" total_charge=-1 gap_ev=5.658 lumo_ev=3.23 spin_multiplicity=1
C -2.19473 -2.05844 -0.56030 -0.75
S -1.75055 -2.43811 1.15158 -0.15
C -0.99206 -0.82553 1.59758 -0.58
H -2.79308 -2.89046 -0.92576 0.29
H -1.33389 -1.90654 -1.20079 0.26
H -2.81042 -1.16268 -0.55515 0.25
H -1.58275 -0.04025 1.14316 0.16
H -1.07467 -0.76112 2.68214 0.33
H 0.03574 -0.85708 1.26686 0.13
C 2.42291 1.99887 -0.21994 -1.01
C 1.34830 1.19014 -0.98413 -0.45
S -0.34136 1.74544 -0.63439 -0.69
H 2.47894 1.61380 0.79704 0.23
H 2.12203 3.04213 -0.17320 0.26
H 3.40821 1.95684 -0.69284 0.32
H 1.47918 0.15225 -0.64622 0.13
H 1.57820 1.24076 -2.04564 0.27


If we sort the structures by their calculated energies, the order from most to least stable is arrangement w, arrangement x.


Arrangement w

8
Properties=species:S:1:pos:R:3:mulliken_charge:R:1 method="wB97M-V/def2-TZVPD" gap_ev=9.863 lumo_ev=-0.04 spin_multiplicity=1
C 0.11021 -0.39252 -0.80290 0.19
C 0.45998 -0.86485 -1.95288 -0.27
C 0.61136 0.49731 0.34021 -0.45
C -0.73953 -0.11586 0.40616 -0.47
H 1.32331 -0.01577 0.98973 0.22
H 0.66716 1.47738 0.06461 0.26
H -1.47805 0.43800 0.03582 0.26
H -0.95444 -1.02369 0.91926 0.25


Arrangement x

8
Properties=species:S:1:pos:R:3:mulliken_charge:R:1 method="wB97M-V/def2-TZVPD" gap_ev=8.344 lumo_ev=-1.58 spin_multiplicity=1
C 1.97042 2.06069 -0.24126 -0.33
C 0.99288 1.38396 0.13069 -0.15
C -0.16874 0.49386 -0.13495 0.07
C -0.29786 -0.95098 0.14123 -0.82
H -1.00868 1.06430 -0.58884 0.32
H -0.53204 -1.56419 -0.77684 0.31
H -1.33274 -1.13513 0.54369 0.30
H 0.37676 -1.35252 0.92629 0.31


If we sort the structures by their calculated energies, the order from most to least stable is arrangement w, arrangement x.


Arrangement w

17
Properties=species:S:1:pos:R:3:mulliken_charge:R:1 method="wB97M-V/def2-TZVPD" gap_ev=11.263 lumo_ev=1.13 spin_multiplicity=1
C 0.54266 3.07655 0.28294 -0.37
C 1.67664 2.39064 0.48614 -0.61
H 0.17726 3.06896 -0.72175 0.26
H 0.09507 3.51261 1.17083 0.24
H 2.07942 1.77402 -0.36278 0.20
H 2.06789 1.92096 1.38103 0.28
C -0.22242 -2.01948 0.83015 -1.25
C -0.07002 -1.15006 -0.40599 0.29
C -1.40796 -1.04188 -1.13543 -1.07
H -1.01115 -1.57577 1.45263 0.33
H 0.63847 -1.84456 1.46056 0.35
H -0.37416 -3.07083 0.63857 0.35
H 0.75694 -1.52501 -1.08539 0.28
H 0.33603 -0.15291 -0.09042 -0.15
H -1.60925 -0.26915 -1.86145 0.33
H -1.35832 -2.00833 -1.60131 0.29
H -2.31709 -1.08577 -0.43833 0.27


Arrangement x

17
Properties=species:S:1:pos:R:3:mulliken_charge:R:1 method="wB97M-V/def2-TZVPD" gap_ev=9.863 lumo_ev=0.98 spin_multiplicity=1
C -0.59694 2.61080 -1.64365 -0.66
C 0.02095 3.00783 -3.02141 -0.67
H -1.63341 3.02908 -1.56327 0.23
H 0.07533 2.95690 -0.73771 0.23
H -0.66124 1.46961 -1.56695 0.20
H -0.27599 2.28099 -3.92957 0.26
H -0.60258 3.92314 -3.42448 0.19
H 1.04725 3.33933 -2.76081 0.23
C -0.03321 -1.29897 2.73632 -0.86
C 0.48694 -1.95778 1.50402 -0.05
C 0.30521 -3.16685 0.86227 -0.71
H -1.08619 -1.02582 2.46086 0.21
H -0.11336 -2.00647 3.54527 0.32
H 0.49029 -0.41917 3.00258 0.31
H 1.21340 -1.37441 0.93681 0.27
H 0.37301 -3.35709 -0.14348 0.31
H 0.07585 -3.98630 1.55545 0.20


If we sort the structures by their calculated energies, the order from most to least stable is arrangement w, arrangement x.


Arrangement w

12
Properties=species:S:1:pos:R:3:mulliken_charge:R:1 method="wB97M-V/def2-TZVPD" gap_ev="7.132 / 7.134" lumo_ev="-0.56 / -0.57" spin_multiplicity=1
C 0.61328 -0.83943 -1.09657 0.08
C -0.83501 -1.32400 -0.59506 -0.58
N 1.40104 -0.32708 -0.33248 -0.48
N 0.08080 -0.21310 1.39942 -0.20
N 0.02614 1.95116 2.70689 -0.55
S -0.58971 -1.69802 1.15666 0.03
S 0.78219 0.43523 2.61882 0.15
H 0.67554 -1.09070 -2.13184 0.37
H -1.46726 -0.39321 -0.93985 0.27
H -1.03216 -2.31626 -1.06695 0.37
H -0.45687 2.10346 3.56469 0.25
H -0.58702 2.02001 1.81691 0.30


Arrangement x

12
Properties=species:S:1:pos:R:3:mulliken_charge:R:1 method="wB97M-V/def2-TZVPD" gap_ev=7.742 lumo_ev=0.81 spin_multiplicity=1
C 0.87387 -0.49893 -1.74762 -0.20
C -0.16508 0.19083 -2.10958 -0.36
N 0.71156 -0.93799 -0.48622 -0.26
N -0.24524 -0.25973 0.30592 -0.14
N -0.78384 0.70369 2.84311 -0.50
S -1.30741 0.50588 -0.77117 -0.03
S 0.44964 1.01003 1.64408 0.02
H 1.74040 -0.73183 -2.41003 0.34
H -0.28941 0.64708 -3.07402 0.35
H 1.42276 -1.51182 0.06773 0.26
H -0.77590 -0.18120 3.30259 0.25
H -1.63135 1.06399 2.43522 0.26


If we sort the structures by their calculated energies, the order from most to least stable is arrangement x, arrangement w.